C7H14N4 | ωB97M-V/def2-TZVPD

Geometry (Å):
C (-3.191, 0.244, 0.205)
C (-2.012, -0.330, 0.401)
C (-1.950, -1.803, 0.190)
N (-2.892, -2.681, 0.327)
N (-0.774, -2.328, -0.166)
C (0.455, -1.693, -0.324)
N (0.657, -0.442, -0.351)
N (1.111, 0.557, -0.917)
C (1.557, 1.735, -0.355)
C (2.884, 2.034, -1.128)
C (1.911, 1.660, 1.131)
H (-3.207, 1.296, 0.252)
H (-4.168, -0.376, 0.148)
H (-1.141, 0.241, 0.602)
H (-3.673, -2.488, 0.928)
H (-2.805, -3.583, -0.138)
H (-0.581, -3.285, -0.393)
H (1.190, -2.553, -0.410)
H (0.955, 2.531, -0.645)
H (3.749, 2.000, -0.411)
H (3.191, 1.279, -1.942)
H (2.804, 2.956, -1.565)
H (0.994, 2.079, 1.667)
H (2.663, 2.358, 1.426)
H (2.273, 0.591, 1.470)

The total charge is +2. Its LUMO energy is -9.36 eV. For the largest force on an atom, the calculation gives 0.0923 hartree/bohr. As for the structure (SMILES): C=CC(=[NH2+])/[NH+]=C\N=N\C(C)C. As for the energy above the lowest of the compared OMol25 structures with the same formula, charge and spin: 4.3322 eV.

Mulliken atomic charge list, values in e, 2 entries: atom 1 (C): -0.790, atom 2 (C): -0.287